88
Properties=species:S:1:pos:R:3:forces:R:3:nbo_charge:R:1 method="wB97M-V/def2-TZVPD" lumo_ev=2.24 homo_ev=-5.12 energy_ha=-4448.8524 largest_force_ha_per_bohr=0.010 charge=-1
Tl -0.1583 -1.1898 -1.0000 0.01 -0.09 0.05 0.796
C 2.5490 3.3176 -0.8478 0.17 -0.08 0.06 -0.638
C 3.3886 2.1730 -0.3444 -0.13 0.01 0.04 0.027
C 4.7232 2.1801 -0.7471 -0.04 -0.04 -0.01 -0.223
C 5.5776 1.1317 -0.4724 -0.02 0.00 0.01 -0.222
C 5.0645 0.0231 0.1702 0.02 -0.07 0.02 -0.185
C 3.7417 -0.0336 0.5883 -0.03 -0.06 0.04 -0.005
C 3.2745 -1.3230 1.2161 0.28 -0.07 -0.10 -0.634
C 2.8995 1.0816 0.4002 -0.23 -0.05 0.02 0.132
N 1.5605 0.9558 0.9538 0.02 0.28 0.05 -0.837
C 1.5804 0.4111 2.2736 -0.32 0.20 -0.30 0.703
O 2.4304 0.6880 3.0833 0.14 0.06 0.08 -0.579
C 0.4899 -0.5734 2.6641 -0.16 0.02 -0.02 0.049
C 0.5085 -1.0320 3.9712 -0.02 0.07 0.05 -0.163
C -0.4611 -1.9416 4.3659 -0.01 -0.01 0.01 -0.194
C -1.4374 -2.3105 3.4630 -0.04 -0.03 0.10 -0.200
C -1.3972 -1.7874 2.1746 0.00 0.05 -0.22 0.148
N -0.4237 -0.9747 1.7735 0.27 0.01 0.14 -0.453
C -2.5498 -2.1195 1.2260 -0.03 -0.13 0.05 0.605
O -3.5044 -2.7423 1.7181 0.01 0.11 0.02 -0.708
N -2.4027 -1.6596 -0.0045 0.25 0.02 0.06 -0.792
C -3.3635 -1.9409 -0.9894 -0.04 -0.13 -0.03 0.150
C -3.6226 -3.2540 -1.4173 0.00 -0.06 0.07 -0.009
C -2.9915 -4.4170 -0.7019 -0.04 -0.03 -0.10 -0.652
C -4.4708 -3.4530 -2.5034 -0.02 0.02 0.07 -0.213
C -5.0722 -2.3853 -3.1544 0.03 0.00 0.04 -0.238
C -4.8248 -1.0936 -2.7120 0.01 0.00 0.04 -0.228
C -3.9752 -0.8582 -1.6359 0.03 0.08 -0.08 -0.028
C -3.6922 0.5414 -1.1546 -0.04 -0.06 -0.05 -0.607
H 3.1918 4.0604 -1.3199 0.01 0.00 0.02 0.216
H 1.9859 3.8357 -0.0799 -0.17 0.08 0.23 0.200
H 1.8420 2.9793 -1.5999 -0.02 0.02 -0.02 0.227
H 5.0814 3.0329 -1.3141 -0.02 -0.03 0.03 0.195
H 6.6120 1.1602 -0.7916 -0.03 -0.01 0.00 0.205
H 5.6927 -0.8433 0.3432 -0.03 0.01 -0.03 0.205
H 3.8384 -2.1450 0.7826 0.02 -0.07 -0.07 0.231
H 2.2246 -1.5322 1.0205 -0.03 -0.05 -0.06 0.231
H 3.4346 -1.3269 2.2978 -0.02 -0.02 -0.08 0.220
H 1.2713 -0.6663 4.6428 0.00 -0.02 0.00 0.233
H -0.4608 -2.3385 5.3743 -0.01 0.01 -0.02 0.210
H -2.2500 -2.9809 3.7060 0.02 0.03 0.01 0.251
H -1.9206 -4.2579 -0.5506 0.02 0.01 -0.02 0.238
H -3.1423 -5.3439 -1.2594 0.03 0.03 -0.03 0.195
H -3.4282 -4.5250 0.2930 -0.01 0.00 -0.06 0.250
H -4.6612 -4.4668 -2.8405 0.01 0.01 0.01 0.195
H -5.7269 -2.5588 -4.0012 0.02 0.01 0.03 0.197
H -5.2945 -0.2515 -3.2093 0.00 0.01 0.01 0.195
H -4.3262 1.2644 -1.6717 0.03 0.00 0.00 0.199
H -2.6473 0.8177 -1.3267 -0.06 -0.01 0.02 0.212
H -3.8636 0.6241 -0.0796 0.01 0.01 -0.01 0.221
O 2.0013 -5.1714 -0.9084 0.07 0.20 -0.04 -0.730
C 1.2872 -4.0453 -1.3212 0.04 -0.10 0.28 0.769
O 0.6357 -3.4414 -0.3913 0.12 0.17 -0.48 -0.895
C 0.5739 -4.4363 -2.6138 -0.04 0.11 0.01 -0.139
O 0.3809 -3.3289 -3.4662 -0.06 0.06 0.07 -0.518
C 1.6017 -2.9061 -4.0274 -0.13 -0.07 0.01 -0.179
C 2.6749 -2.5757 -3.0107 0.00 0.01 0.22 0.765
O 3.6318 -1.9089 -3.3526 -0.01 -0.09 0.08 -0.635
O 2.5050 -3.0380 -1.7971 0.00 0.00 -0.01 -0.588
H 2.2979 -4.9595 -0.0144 -0.10 -0.02 0.06 0.481
H 1.1284 -5.2310 -3.1246 0.05 0.02 -0.02 0.174
H -0.4138 -4.7961 -2.3396 -0.07 -0.08 0.03 0.211
H 2.0035 -3.6809 -4.6917 0.03 -0.03 -0.08 0.182
H 1.4074 -2.0128 -4.6133 -0.02 0.05 -0.04 0.213
Ge 0.0079 2.1119 0.8998 0.07 -0.35 0.05 1.473
C -0.5609 3.0788 -0.6861 0.05 0.10 -0.06 -0.443
C -0.5810 2.5546 -1.9784 -0.07 0.09 -0.03 -0.222
C -1.2077 3.2467 -3.0059 0.02 0.00 0.01 -0.196
C -1.8304 4.4639 -2.7522 0.03 -0.01 0.08 -0.213
C -1.8155 4.9923 -1.4683 -0.02 -0.04 -0.04 -0.231
C -1.1837 4.3015 -0.4394 0.06 0.01 -0.14 -0.163
C 0.1481 3.2422 2.4961 0.07 -0.10 0.10 -0.374
C -0.8401 3.0515 3.4664 0.05 0.14 -0.05 -0.235
C -0.7562 3.6723 4.7083 0.00 -0.02 -0.07 -0.205
C 0.3274 4.4866 4.9999 -0.01 0.02 -0.01 -0.212
C 1.3233 4.6785 4.0505 -0.02 -0.01 0.00 -0.211
C 1.2380 4.0582 2.8119 -0.18 -0.07 0.08 -0.221
H -1.1695 1.1818 1.1881 0.06 0.03 0.03 -0.119
H -0.1101 1.6016 -2.1928 -0.01 0.02 0.03 0.228
H -1.2152 2.8280 -4.0068 -0.01 0.03 0.07 0.216
H -2.3284 4.9976 -3.5523 0.01 -0.01 0.00 0.209
H -2.3026 5.9388 -1.2623 0.03 -0.03 -0.02 0.208
H -1.1694 4.7249 0.5601 -0.03 -0.01 -0.03 0.211
H -1.6838 2.4045 3.2497 0.02 -0.02 0.03 0.220
H -1.5283 3.5051 5.4502 0.01 0.01 -0.03 0.209
H 0.4015 4.9661 5.9694 0.01 -0.03 -0.03 0.207
H 2.1811 5.2973 4.2852 -0.02 0.00 -0.02 0.210
H 2.0457 4.1958 2.1089 0.09 -0.02 -0.13 0.213

98
Properties=species:S:1:pos:R:3:forces:R:3:lowdin_charge:R:1 method="wB97M-V/def2-TZVPD" lumo_ev="-1.17 / -1.19" multiplicity=2 homo_ev="-6.26 / -7.83" energy_ha=-10813.5659 largest_force_ha_per_bohr=0.034
Ti 0.3743 0.1775 -0.1079 -0.10 0.14 -0.01 0.925
C -2.0059 0.2086 3.3705 0.03 0.01 -0.16 0.000
C -0.7383 -0.0420 2.5995 -0.01 0.01 0.25 -0.417
O -0.8415 0.0512 1.3156 -0.80 -0.43 1.50 -0.301
C 0.4397 -0.4016 3.2232 0.00 0.18 -0.07 0.009
C 1.5443 -0.8911 2.4853 -0.03 -0.19 -0.20 -0.286
C 2.6879 -1.6042 3.1395 -0.08 0.05 -0.06 -0.015
N 1.5026 -0.8111 1.1759 0.67 -0.70 0.68 -0.073
N 2.4166 -1.5382 0.4413 0.47 -0.40 -0.16 0.108
C 1.9519 -1.7753 -0.7545 0.28 -0.26 0.84 -0.405
O 0.7498 -1.3920 -1.1201 0.30 -1.24 -0.66 -0.153
C 2.8312 -2.5243 -1.6761 0.03 -0.05 -0.22 -0.141
C 4.0753 -2.9779 -1.2320 -0.09 0.04 -0.02 -0.024
C 4.9105 -3.6754 -2.0851 -0.01 -0.03 0.03 -0.080
C 4.5143 -3.9283 -3.3923 -0.02 -0.02 0.01 -0.087
C 3.2803 -3.4789 -3.8356 0.04 -0.04 -0.10 -0.070
C 2.4400 -2.7764 -2.9862 -0.06 0.07 0.10 -0.014
H -2.7280 0.6935 2.7150 -0.01 0.02 0.06 0.070
H -1.8227 0.8228 4.2505 0.01 -0.02 0.05 0.088
H -2.4309 -0.7442 3.6905 0.00 0.00 0.04 0.095
H 0.4696 -0.4514 4.3016 -0.02 -0.03 0.02 0.115
H 2.6632 -1.5096 4.2218 -0.07 0.06 0.01 0.078
H 3.6228 -1.2081 2.7435 0.05 -0.06 0.05 0.081
H 2.6496 -2.6598 2.8681 0.05 -0.01 0.02 0.089
H 4.3595 -2.7688 -0.2113 0.06 -0.02 0.01 0.106
H 5.8685 -4.0315 -1.7297 0.02 0.02 0.00 0.101
H 5.1650 -4.4778 -4.0600 0.00 0.00 -0.02 0.101
H 2.9735 -3.6804 -4.8529 -0.03 0.02 -0.04 0.091
H 1.4743 -2.4294 -3.3258 -0.03 0.06 -0.02 0.109
Cl 2.2602 4.0664 -5.8923 0.03 0.08 -0.16 0.650
C 2.0996 3.0730 -4.4785 -0.19 0.01 0.03 -0.678
C 3.2320 2.4235 -3.9684 -0.04 -0.07 0.14 -0.093
C 3.1294 1.6691 -2.8250 0.05 -0.02 0.01 0.011
C 1.9011 1.5106 -2.1535 -0.17 0.41 -0.42 -0.281
O 1.8513 0.8300 -1.0459 1.19 0.66 -0.77 -0.162
C 0.7382 2.1306 -2.7257 0.50 -0.28 0.32 -0.119
C -0.5395 1.9481 -2.1601 -0.38 0.16 -0.26 -0.161
O -0.8047 1.1420 -1.1858 -0.57 0.92 -1.23 -0.296
C 0.8792 2.9319 -3.8830 0.01 -0.09 0.08 -0.057
H 4.1782 2.5217 -4.4815 0.03 0.03 0.01 0.105
H 3.9948 1.1698 -2.4086 0.01 0.00 -0.01 0.123
H -1.3839 2.4945 -2.5858 -0.01 -0.07 0.03 0.131
H -0.0016 3.4103 -4.2912 0.03 0.04 -0.07 0.115
Se -0.9340 2.8181 0.9904 -0.11 1.06 0.58 1.313
N 0.6704 2.1016 0.8349 0.03 0.45 0.51 -0.248
C 1.4794 2.6428 1.7397 -0.56 0.10 -0.25 -0.311
C 2.8486 2.3304 1.8921 0.56 -0.04 0.20 -0.004
C 3.5577 2.9971 2.8481 -0.09 -0.41 -0.46 -0.060
C 2.9471 3.9740 3.6781 -0.45 0.32 0.19 -0.074
C 1.6247 4.2867 3.5655 0.42 0.19 0.35 -0.019
C 0.8473 3.6309 2.5800 -0.33 -0.25 -0.48 -0.365
N -0.4416 3.8514 2.3271 0.16 0.22 0.12 -0.194
H 3.2978 1.5912 1.2412 0.00 0.00 0.00 0.118
H 4.6110 2.7860 2.9734 0.02 -0.01 0.01 0.107
H 3.5548 4.4909 4.4084 0.00 -0.02 0.04 0.104
H 1.1664 5.0337 4.1977 -0.04 0.02 -0.01 0.114
C -4.4939 3.2323 -0.7137 -0.09 -0.04 0.12 -0.020
O -3.9464 2.2254 -1.5656 0.22 0.03 -0.08 -0.051
C -3.7414 1.0302 -1.0062 -0.19 0.16 0.40 -0.536
O -3.9117 0.8239 0.1772 -0.12 0.02 -0.15 0.061
C -3.1856 -0.0073 -1.9117 0.17 0.06 -0.38 -0.286
C -3.1767 0.0989 -3.2404 0.04 -0.17 0.25 -0.300
As -2.0451 -0.8949 -4.4828 -0.20 -0.16 -0.22 1.345
C -3.5592 -1.7388 -5.4482 0.05 0.04 0.03 -0.249
C -1.5825 -2.4856 -3.4475 -0.08 0.13 0.29 -0.290
C -1.6023 -2.5890 -2.1189 0.06 0.07 -0.35 -0.277
As -2.3847 -1.3959 -0.7684 -0.93 -0.58 -0.48 1.380
C -4.1014 -2.4142 -0.7302 0.15 0.06 0.28 -0.229
C -0.9408 -3.6629 -1.3260 0.12 -0.36 0.33 -0.549
O -1.2185 -3.8320 -0.1561 -0.09 -0.04 -0.15 0.064
O 0.0075 -4.3471 -1.9482 0.04 0.15 -0.17 -0.044
C 0.7102 -5.3015 -1.1520 0.01 -0.06 0.17 -0.015
C -1.0882 -3.5443 -4.3729 0.06 -0.31 -0.33 -0.541
O -1.2972 -4.7237 -4.3113 -0.10 0.05 0.07 0.132
O -0.4640 -2.9595 -5.4275 0.14 0.12 0.20 -0.136
C 0.0040 -3.8128 -6.4702 -0.10 -0.19 -0.05 -0.031
C -3.9604 1.1073 -4.0057 -0.26 0.30 -0.28 -0.552
O -5.1271 1.3608 -3.8773 0.02 -0.14 0.02 0.126
O -3.1943 1.6225 -4.9987 0.11 0.04 0.20 -0.122
C -3.8215 2.5438 -5.8921 -0.21 0.02 -0.03 -0.033
H -4.7158 4.0803 -1.3541 0.04 -0.01 -0.02 0.099
H -3.7751 3.5094 0.0576 -0.04 0.02 -0.01 0.065
H -5.4029 2.8707 -0.2353 0.02 0.01 -0.01 0.103
H -4.1195 -0.9861 -6.0016 0.06 0.04 -0.01 0.026
H -4.2218 -2.2204 -4.7310 0.01 0.00 -0.02 0.037
H -3.1854 -2.4827 -6.1501 0.06 0.03 0.00 0.025
H -4.4937 -2.5576 -1.7353 0.10 0.05 -0.03 0.028
H -4.8194 -1.8503 -0.1355 0.03 0.03 0.00 0.024
H -3.9270 -3.3800 -0.2591 0.05 0.02 0.00 0.024
H 1.4326 -5.7705 -1.8139 -0.01 0.05 -0.01 0.099
H 0.0192 -6.0409 -0.7480 0.02 0.02 -0.03 0.100
H 1.2138 -4.7967 -0.3262 0.01 -0.03 -0.03 0.097
H -0.0598 -3.2420 -7.3930 0.01 0.02 0.02 0.095
H -0.6103 -4.7100 -6.5228 0.03 0.03 -0.05 0.093
H 1.0390 -4.0948 -6.2823 0.00 -0.01 0.04 0.083
H -3.3383 2.4238 -6.8581 0.04 0.00 0.04 0.094
H -3.6821 3.5624 -5.5296 0.00 -0.03 0.02 0.097
H -4.8863 2.3283 -5.9615 0.04 0.03 -0.05 0.091

100
Properties=species:S:1:pos:R:3:forces:R:3:lowdin_charge:R:1 method="wB97M-V/def2-TZVPD" lumo_ev=3.55 homo_ev=-1.81 energy_ha=-7197.2874 largest_force_ha_per_bohr=0.013 charge=-2
Ba -1.7141 0.0199 0.6838 -0.58 0.17 0.24 1.804
N -1.9144 -1.0729 4.8650 0.01 0.01 -0.01 0.117
C -0.7014 -1.3254 4.2500 -0.02 0.03 -0.03 -0.523
N 0.2794 -1.9841 4.8691 -0.02 -0.01 0.06 0.006
N 1.2604 -2.0423 3.9575 -0.01 0.02 -0.07 -0.120
N 0.8840 -1.4521 2.8651 0.07 -0.06 0.09 -0.130
N -0.3709 -0.9766 3.0136 0.05 0.01 -0.12 -0.092
C -2.9018 -0.2008 4.4219 -0.04 -0.05 0.02 -0.524
N -3.8202 0.2794 5.2539 0.05 0.04 0.07 -0.002
N -4.6090 1.0358 4.4717 0.03 -0.06 -0.07 -0.117
N -4.1855 0.9971 3.2497 0.03 0.02 0.09 -0.115
N -3.0910 0.2084 3.1730 0.18 0.01 -0.20 -0.103
H -1.9225 -1.2325 5.8574 0.00 0.00 0.00 0.119
O -0.5682 -2.4170 0.2577 -0.05 0.21 -0.09 -0.461
P 0.6529 -2.5476 -0.5762 0.00 0.02 -0.14 0.712
C 1.9283 -1.2994 -0.1994 0.23 -0.16 0.05 -0.303
P 1.8070 0.4316 -0.6760 0.17 0.15 -0.16 0.701
O 0.6077 1.1674 -0.2100 -0.38 -0.25 0.07 -0.500
C 1.9551 0.5485 -2.4693 0.01 0.02 0.02 -0.266
C 3.1635 0.3487 -3.1330 0.00 -0.01 -0.02 -0.091
C 3.2251 0.4790 -4.5115 -0.01 -0.01 0.02 -0.099
C 2.0773 0.8101 -5.2227 -0.02 0.00 0.01 -0.093
C 0.8739 1.0118 -4.5619 0.02 0.02 0.00 -0.074
C 0.8042 0.8893 -3.1794 -0.01 0.00 0.00 -0.044
C 3.3053 1.1887 0.0090 -0.05 0.03 -0.02 -0.263
C 4.4853 0.5208 0.3167 0.02 -0.01 0.00 -0.084
C 5.5627 1.2163 0.8486 0.00 0.00 0.00 -0.089
C 5.4658 2.5815 1.0750 -0.02 -0.01 -0.01 -0.093
C 4.2868 3.2523 0.7780 0.00 -0.02 -0.01 -0.087
C 3.2086 2.5587 0.2518 0.01 0.02 0.02 -0.080
C 1.5647 -4.0698 -0.2255 -0.06 -0.01 -0.04 -0.257
C 1.8418 -5.0385 -1.1842 0.01 -0.02 0.02 -0.077
C 2.5365 -6.1874 -0.8270 -0.01 0.01 0.00 -0.095
C 2.9462 -6.3693 0.4857 0.01 0.00 0.00 -0.098
C 2.6545 -5.4104 1.4482 -0.01 0.01 0.00 -0.072
C 1.9626 -4.2610 1.1000 0.00 0.00 0.00 -0.057
C 0.2616 -2.4480 -2.3306 0.01 0.00 0.05 -0.272
C 1.2192 -2.5530 -3.3413 0.00 0.01 -0.04 -0.112
C 0.8464 -2.3826 -4.6629 0.00 -0.01 0.03 -0.095
C -0.4769 -2.0854 -4.9793 0.00 -0.02 0.03 -0.070
C -1.4294 -1.9678 -3.9800 0.00 -0.01 -0.03 -0.028
C -1.0639 -2.1591 -2.6513 0.00 0.02 0.00 -0.032
H 2.8748 -1.6769 -0.6020 -0.01 -0.01 0.01 0.071
H 1.9778 -1.3102 0.9050 -0.02 -0.02 0.00 0.053
H 4.0610 0.1126 -2.5703 0.00 0.00 -0.01 0.100
H 4.1653 0.3319 -5.0293 0.00 0.00 0.00 0.094
H 2.1236 0.9129 -6.3007 0.00 0.00 0.00 0.099
H -0.0241 1.2699 -5.1086 0.00 0.01 0.00 0.077
H -0.1399 1.0624 -2.6625 0.02 0.01 0.01 0.091
H 4.5715 -0.5487 0.1700 -0.01 0.00 0.00 0.098
H 6.4715 0.6849 1.1013 0.00 0.01 0.00 0.099
H 6.3032 3.1201 1.5008 0.00 0.00 0.00 0.098
H 4.1984 4.3127 0.9768 0.00 0.00 0.00 0.101
H 2.2701 3.0630 0.0547 0.00 0.00 0.00 0.113
H 1.5055 -4.9045 -2.2045 0.00 -0.01 0.01 0.094
H 2.7481 -6.9423 -1.5742 0.00 0.00 0.00 0.096
H 3.4860 -7.2667 0.7632 0.00 0.00 0.00 0.095
H 2.9562 -5.5548 2.4776 0.00 0.00 0.00 0.105
H 1.7165 -3.5224 1.8588 0.00 0.00 0.00 0.080
H 2.2574 -2.7509 -3.0962 0.00 0.01 0.00 0.108
H 1.5915 -2.4504 -5.4458 0.00 0.00 0.00 0.101
H -0.7607 -1.9255 -6.0125 -0.01 0.00 0.00 0.107
H -2.4556 -1.7106 -4.2160 0.01 -0.01 -0.01 0.103
H -1.8125 -2.0653 -1.8701 0.01 -0.02 0.01 0.093
Cl -6.1758 -1.4640 -5.2350 0.00 -0.01 0.00 0.582
C -5.0337 -0.6632 -4.1937 0.02 0.03 0.02 -0.753
C -4.3267 0.4295 -4.6478 -0.01 -0.03 0.04 -0.753
Cl -4.5639 1.0256 -6.2658 0.01 0.01 -0.02 0.579
C -3.4160 1.0666 -3.7829 -0.04 -0.01 -0.01 -0.615
Cl -2.4974 2.4404 -4.3469 0.02 0.00 0.00 0.647
C -3.1789 0.6368 -2.4729 0.11 -0.03 -0.03 -0.470
O -2.3006 1.1668 -1.6946 0.19 -0.05 0.09 -0.312
C -3.9346 -0.5178 -1.9880 0.08 -0.07 0.04 -0.485
O -3.6885 -0.9568 -0.8049 0.14 0.06 0.04 -0.308
C -4.8356 -1.1207 -2.8756 0.02 0.01 -0.03 -0.636
Cl -5.6820 -2.5321 -2.3080 0.00 0.00 0.00 0.630
C -5.4365 3.7378 2.2535 0.00 0.01 0.03 -0.073
N -4.2377 3.6453 1.4194 -0.06 0.00 0.09 -0.196
C -4.3106 2.6411 0.3544 0.09 0.03 -0.05 -0.065
C -3.0728 3.7990 2.0437 -0.27 -0.15 -0.18 -0.318
N -2.0575 3.9936 2.5594 0.24 0.10 0.08 0.163
H -6.2479 4.1359 1.6413 -0.02 0.00 0.01 0.077
H -5.2481 4.4122 3.0876 -0.01 0.01 -0.05 0.085
H -5.7013 2.7572 2.6514 0.00 0.00 0.01 0.053
H -5.1451 2.8938 -0.3003 -0.01 0.00 0.00 0.093
H -4.4786 1.6426 0.7691 -0.03 0.03 0.02 0.061
H -3.4028 2.6533 -0.2480 -0.01 0.00 -0.01 0.068
C 1.3089 4.1379 3.3312 0.00 -0.01 -0.02 -0.351
As 0.7855 2.2423 3.1745 -0.01 0.02 0.02 1.048
C -0.1745 2.1286 4.8767 0.00 0.02 0.01 -0.330
C 2.4924 1.5062 3.8332 -0.02 0.00 -0.02 -0.327
H 1.7285 4.3448 4.3185 0.00 -0.01 0.00 0.010
H 0.4231 4.7495 3.1667 0.00 -0.01 0.00 -0.015
H 2.0553 4.3756 2.5705 -0.01 0.01 0.00 -0.014
H 0.3271 2.7274 5.6402 0.00 0.00 0.00 0.016
H -0.2014 1.0880 5.1965 -0.01 -0.01 0.00 0.000
H -1.1937 2.4846 4.7338 0.00 0.00 0.01 0.000
H 2.7963 1.9980 4.7605 -0.01 0.01 0.00 0.015
H 3.2693 1.6538 3.0794 0.00 -0.01 0.01 -0.011
H 2.3731 0.4368 4.0064 0.00 0.00 0.00 -0.012